(1)
{"formula": "C4H5ClN2O", "method": "ωB97M-V/def2-TZVPD", "symbols": ["Cl", "C", "C", "N", "N", "C", "O", "C", "H", "H", "H", "H", "H"], "coordinates": [[-2.404, 0.091, -0.466], [-1.240, -0.474, 0.689], [0.133, -0.716, -0.019], [1.496, -1.387, 0.055], [2.318, -0.354, -0.456], [1.813, 0.908, -0.507], [0.768, 1.453, 0.312], [0.137, 0.358, 0.989], [-1.379, -0.850, 1.648], [0.050, -0.320, -1.083], [1.541, -2.217, -0.484], [2.377, 1.727, -0.844], [0.377, 0.215, 2.086]], "charge": 0, "spin_multiplicity": 1, "smiles": "Cl[C@H]1[C@@H]2NN=CO[C@@H]12", "lumo_energy_ev": 0.9, "mol_weight_g_mol": 132.6, "de_lowest_kcal_mol": 131.1}

***

(2)
{"formula": "C4H5ClN2S", "method": "ωB97M-V/def2-TZVPD", "symbols": ["C", "C", "N", "C", "S", "Cl", "H", "H", "H", "H", "C", "N", "H"], "coordinates": [[2.023, -0.647, 0.235], [1.012, 0.168, 0.192], [0.047, 0.015, 1.129], [-1.080, 0.617, 1.026], [-1.458, 1.894, -0.185], [-2.288, 0.521, 2.229], [2.008, -1.615, 0.813], [2.757, -0.582, -0.558], [0.967, 0.916, -0.608], [-2.644, 1.380, -0.105], [-1.275, -1.678, -0.977], [-2.289, -1.390, -0.571], [-0.256, -1.937, -1.130]], "charge": 0, "spin_multiplicity": 1, "smiles": "C=C/N=C(\\S)Cl.C#N", "lumo_energy_ev": 0.1, "mol_weight_g_mol": 148.6, "de_lowest_kcal_mol": 57.1}

***

(3)
{"formula": "C4H5ClN4", "method": "ωB97M-V/def2-TZVPD", "symbols": ["N", "N", "C", "C", "C", "C", "Cl", "N", "N", "H", "H", "H", "H", "H"], "coordinates": [[3.489, 0.320, 0.062], [2.589, -0.628, -0.106], [1.344, -0.247, -0.108], [0.915, 1.179, -0.136], [-0.417, 1.307, 0.121], [-1.293, 0.039, -0.013], [-3.047, 0.101, -0.001], [-0.865, -1.142, 0.073], [0.491, -1.298, 0.005], [3.770, 0.523, 1.217], [3.470, 1.220, -0.403], [1.457, 2.098, -0.302], [-0.939, 2.205, 0.129], [0.812, -2.196, -0.042]], "charge": 0, "spin_multiplicity": 1, "smiles": "N/N=c1\\ccc(Cl)n[nH]1", "lumo_energy_ev": -0.2, "mol_weight_g_mol": 144.6, "de_lowest_kcal_mol": 68.7}

***

(4)
{"formula": "C4H5ClO", "method": "ωB97M-V/def2-TZVPD", "symbols": ["C", "C", "C", "C", "O", "Cl", "H", "H", "H", "H", "H"], "coordinates": [[-0.681, 1.021, 1.771], [0.101, 0.304, 0.942], [-0.596, -1.792, -1.758], [0.848, 1.012, -0.148], [0.011, -0.784, -1.859], [0.307, 2.439, -0.852], [-1.010, 0.636, 2.807], [-0.964, 1.982, 1.782], [0.283, -0.766, 1.180], [-1.425, -1.999, -2.410], [-0.211, -2.666, -1.126]], "charge": 0, "spin_multiplicity": 1, "lumo_energy_ev": [-0.5, -0.4], "mol_weight_g_mol": 104.5, "de_lowest_kcal_mol": 110.9}

***

(5)
{"formula": "C4H5ClO3S", "method": "ωB97M-V/def2-TZVPD", "symbols": ["C", "C", "C", "C", "O", "O", "O", "S", "Cl", "H", "H", "H", "H", "H"], "coordinates": [[0.278, -0.822, 0.970], [0.757, -1.369, -0.136], [-0.288, 0.567, 0.850], [-0.548, 0.751, -0.623], [1.998, 0.688, -1.354], [0.490, -0.714, -2.715], [-1.555, 0.743, 1.621], [0.814, -0.145, -1.466], [-0.589, 2.407, -0.964], [0.011, -1.393, 1.849], [1.372, -2.229, -0.283], [0.442, 1.284, 1.088], [-1.538, 0.301, -0.944], [-1.645, -0.070, 2.107]], "charge": 0, "s2": 2.01, "spin_multiplicity": 3, "lumo_energy_ev": [0.5, -3.8], "mol_weight_g_mol": 168.6, "de_lowest_kcal_mol": 0.0}

***

(6)
{"formula": "C4H5ClS", "method": "ωB97M-V/def2-TZVPD", "symbols": ["Cl", "C", "C", "C", "C", "S", "H", "H", "H", "H", "H"], "coordinates": [[2.504, -0.643, -0.190], [1.763, 0.890, 0.065], [0.422, 1.031, -0.110], [-0.675, 0.018, -0.557], [-1.118, -1.186, 0.254], [-2.387, 0.031, -0.123], [2.087, 1.649, 0.792], [0.086, 2.036, 0.406], [-0.371, -0.191, -1.574], [-0.736, -1.644, 1.326], [-1.575, -1.989, -0.290]], "charge": 0, "spin_multiplicity": 1, "smiles": "Cl/C=C\\[C@H]1CS1", "lumo_energy_ev": 0.7, "mol_weight_g_mol": 120.6, "de_lowest_kcal_mol": 57.6}

***

(7)
{"formula": "C4H5ClS", "method": "ωB97M-V/def2-TZVPD", "symbols": ["S", "C", "C", "C", "Cl", "C", "H", "H", "H", "H", "H"], "coordinates": [[-0.639, 2.636, -0.531], [-0.360, 1.123, -0.215], [0.838, 0.465, 0.285], [0.127, -0.848, 0.496], [1.103, -2.158, -0.223], [-1.030, -0.326, -0.322], [1.528, 0.926, 0.993], [1.432, 0.410, -0.678], [0.011, -1.087, 1.505], [-0.972, -0.623, -1.339], [-2.038, -0.520, 0.028]], "charge": 0, "spin_multiplicity": 1, "smiles": "S=C1CC(Cl)C1", "lumo_energy_ev": -0.1, "mol_weight_g_mol": 120.6, "de_lowest_kcal_mol": 27.7}

***

(8)
{"formula": "C4H5ClS2", "method": "ωB97M-V/def2-TZVPD", "symbols": ["C", "C", "C", "C", "S", "S", "Cl", "H", "H", "H", "H", "H"], "coordinates": [[1.227, -0.141, -0.517], [1.298, -1.271, 0.220], [0.137, 0.921, -0.545], [-1.208, 0.543, -0.025], [0.018, -2.232, 0.712], [-1.545, 0.662, 1.689], [-2.483, 0.422, -1.083], [2.201, 0.205, -0.974], [2.215, -1.808, 0.258], [0.691, 1.511, 0.189], [0.024, 1.418, -1.544], [-2.575, -0.230, 1.621]], "charge": 0, "spin_multiplicity": 1, "lumo_energy_ev": [-1.9, -1.9], "mol_weight_g_mol": 152.7, "de_lowest_kcal_mol": 78.9}